ORCA calculation (wB97M-V/def2-TZVPD) on an isolated molecule of C17H21N3O3S2.

- Energy relative to the best compared isomer or geometry (same formula, charge and spin): 0.344 eV
- Total energy: -1846.78597 hartree
- Highest occupied orbital energy: -8.87 eV
- Gap between HOMO and LUMO: 0.324 Ha

ORCA input file:
```
! wB97M-V def2-TZVPD RIJCOSX def2/J DEFGRID3
* xyz 0 1
O -2.731 3.263 0.949
C -2.943 2.121 0.617
N -4.227 1.691 0.392
C -4.711 0.525 -0.141
N -5.973 0.264 -0.136
C -6.246 -0.908 -0.757
C -5.173 -1.562 -1.263
S -3.720 -0.681 -0.953
C -1.860 1.102 0.474
C -1.788 0.042 1.376
C -0.740 -0.858 1.294
C 0.215 -0.697 0.308
S 1.589 -1.853 0.242
O 1.151 -3.124 0.736
O 2.176 -1.780 -1.060
N 2.665 -1.284 1.379
C 3.042 0.116 1.364
C 3.914 0.433 0.147
C 4.155 1.938 0.031
C 5.008 2.245 -1.197
C 6.338 1.501 -1.125
C 6.101 -0.001 -0.999
C 5.249 -0.306 0.229
C 0.157 0.352 -0.588
C -0.880 1.265 -0.499
H -4.951 2.371 0.606
H -7.267 -1.237 -0.808
H -5.135 -2.496 -1.784
H -2.546 -0.070 2.137
H -0.660 -1.696 1.967
H 2.397 -1.635 2.284
H 3.606 0.319 2.279
H 2.151 0.765 1.362
H 3.390 0.082 -0.745
H 4.669 2.293 0.928
H 3.200 2.466 -0.037
H 5.184 3.320 -1.266
H 4.470 1.934 -2.095
H 6.929 1.713 -2.018
H 6.902 1.854 -0.258
H 7.057 -0.523 -0.927
H 5.585 -0.365 -1.890
H 5.056 -1.377 0.297
H 5.783 0.006 1.131
H 0.919 0.433 -1.347
H -0.940 2.099 -1.181
*
```

Atomic partial charges in e from the natural (NBO) method, atoms 1 to 6: atom 1 (O): -0.558, atom 2 (C): 0.669, atom 3 (N): -0.619, atom 4 (C): 0.229, atom 5 (N): -0.473, atom 6 (C): -0.040

ORCA calculation (wB97M-V/def2-TZVPD) on a structure of composition C23H41N8O3S2SiTl.

- Energy relative to the best compared isomer or geometry (same formula, charge and spin): 0.000 eV
- Total energy: -2823.05224 hartree
- Highest occupied orbital energy: -7.82 eV
- Gap between HOMO and LUMO: 0.282 Ha

ORCA input file:
```
! wB97M-V def2-TZVPD RIJCOSX def2/J DEFGRID3
* xyz 0 1
Tl 0.675 0.389 -0.141
N -0.316 4.970 -0.528
C -0.073 3.701 -0.120
S 1.225 2.885 -0.917
N -0.877 3.275 0.836
N -0.645 2.009 1.232
C -1.276 1.587 2.254
C -0.957 0.272 2.808
C -1.495 -0.120 4.029
C -1.046 -1.291 4.612
C -0.073 -2.034 3.965
C 0.383 -1.593 2.732
N -0.065 -0.481 2.158
H 0.352 5.423 -1.123
H -0.944 5.525 0.030
H -1.974 2.234 2.782
H -2.231 0.506 4.516
H -1.440 -1.612 5.568
H 0.327 -2.941 4.397
H 1.144 -2.135 2.185
O 2.416 -1.477 0.508
N 3.387 -0.880 -0.020
O 4.536 -1.202 0.195
O 3.118 0.110 -0.779
C 1.375 3.045 5.795
C 2.276 1.841 5.521
C 2.662 1.758 4.077
N 1.872 1.335 3.161
N 2.393 1.391 1.894
C 3.607 1.871 1.878
N 4.350 2.091 0.761
S 4.196 2.292 3.458
H 1.066 3.067 6.841
H 0.484 2.996 5.169
H 1.893 3.979 5.573
H 1.755 0.916 5.776
H 3.173 1.886 6.140
H 4.059 1.528 -0.038
H 5.347 2.111 0.896
C -3.114 -0.194 -3.437
C -1.930 0.421 -2.671
C -2.497 1.321 -1.564
C -1.171 1.341 -3.638
Si -0.746 -0.935 -1.974
C 0.512 -1.567 -3.288
C -0.198 -2.016 -4.577
C 1.300 -2.764 -2.736
C 1.536 -0.483 -3.674
C -1.692 -2.356 -1.079
C -2.353 -3.310 -2.089
C -0.773 -3.200 -0.186
C -2.781 -1.779 -0.163
H -3.693 0.618 -3.891
H -3.791 -0.744 -2.782
H -2.801 -0.861 -4.242
H -3.146 2.075 -2.023
H -1.712 1.862 -1.036
H -3.091 0.781 -0.829
H -1.824 2.177 -3.911
H -0.896 0.830 -4.560
H -0.272 1.768 -3.189
H -0.925 -2.813 -4.411
H 0.556 -2.400 -5.273
H -0.705 -1.190 -5.077
H 0.669 -3.642 -2.595
H 1.794 -2.532 -1.789
H 2.076 -3.037 -3.458
H 1.100 0.289 -4.303
H 2.341 -0.953 -4.249
H 1.999 -0.001 -2.813
H -1.610 -3.898 -2.631
H -2.983 -2.802 -2.819
H -2.986 -4.016 -1.541
H 0.049 -3.666 -0.722
H -1.366 -4.000 0.273
H -0.354 -2.603 0.618
H -3.593 -1.312 -0.719
H -2.378 -1.042 0.538
H -3.215 -2.593 0.428
*
```

Atomic partial charges in e from the Mulliken method, atoms 1 to 6: atom 1 (Tl): 2.141, atom 2 (N): -0.475, atom 3 (C): 0.800, atom 4 (S): -0.424, atom 5 (N): -1.874, atom 6 (N): 1.299

ORCA calculation (wB97M-V/def2-TZVPD) on a cluster of 2 separate species, C2H4N2OS in total.

- Energy relative to the best compared isomer or geometry (same formula, charge and spin): 6.594 eV
- Total energy: -661.34322 hartree
- Highest occupied orbital energy (spin up / spin down): -9.13 / -9.13 eV
- Gap between HOMO and LUMO (spin up / spin down): 0.317 / 0.316 Ha

ORCA input file:
```
! wB97M-V def2-TZVPD RIJCOSX def2/J DEFGRID3
* xyz 0 1
N -0.418 2.214 0.390
N 0.402 2.131 1.491
O 1.397 1.472 1.377
S 0.165 3.159 2.757
H -0.474 1.297 -0.130
H -1.262 2.723 0.366
C 0.896 -0.633 -1.414
C -0.259 -0.995 -1.459
H 1.732 -0.400 -0.842
H -1.131 -1.286 -2.021
*
```

Atomic partial charges in e from the natural (NBO) method, atoms 1 to 6: atom 1 (N): -0.617, atom 2 (N): 0.199, atom 3 (O): -0.352, atom 4 (S): -0.039, atom 5 (H): 0.405, atom 6 (H): 0.402

ORCA calculation (wB97M-V/def2-TZVPD) on a structure of composition C9H18BiCl2OS.

- Energy relative to the best compared isomer or geometry (same formula, charge and spin): 6.829 eV
- Total energy: -1961.89979 hartree
- Highest occupied orbital energy (spin up / spin down): -1.02 / -0.90 eV
- Gap between HOMO and LUMO (spin up / spin down): 0.132 / 0.122 Ha

ORCA input file:
```
! wB97M-V def2-TZVPD RIJCOSX def2/J DEFGRID3
* xyz -1 1
Bi -0.316 1.814 1.469
Cl -2.502 2.705 0.765
Cl 1.219 2.727 -0.216
C 1.755 -2.851 -1.137
H 2.357 -2.180 -0.527
H 1.393 -3.731 -0.574
C -2.718 -0.502 -1.151
C 1.627 -2.645 -2.406
H -3.166 -1.432 -1.543
C 1.464 -1.264 -3.099
H 1.386 -3.506 -3.072
C 0.775 -0.075 -2.310
H 2.495 -0.928 -3.267
H 1.004 -1.385 -4.096
C -0.594 0.512 -2.732
H 0.869 -0.197 -1.223
H 1.465 0.765 -2.525
C -2.104 0.431 -2.079
H -0.419 1.601 -2.667
H -0.718 0.296 -3.808
H -2.271 1.445 -1.638
H -2.765 0.469 -2.996
C -0.508 -2.102 1.657
S -1.515 -1.295 0.259
C -2.975 -1.008 1.283
O -0.633 0.038 0.331
H -1.124 -2.890 2.093
H -0.252 -1.324 2.380
H 0.395 -2.492 1.181
H -2.861 -1.470 2.278
H -3.109 0.085 1.324
H -3.765 -1.515 0.710
*
```

Atomic partial charges in e from the natural (NBO) method, atoms 1 to 6: atom 1 (Bi): 1.371, atom 2 (Cl): -0.536, atom 3 (Cl): -0.584, atom 4 (C): -0.425, atom 5 (H): 0.187, atom 6 (H): 0.198

ORCA calculation (wB97M-V/def2-TZVPD) on a cluster of 8 separate species, C24H52BF4NO18 in total.

- Total energy: -2778.85908 hartree
- Highest occupied orbital energy (spin up / spin down): -12.18 / -12.18 eV
- ⟨S²⟩: 0.757
- Gap between HOMO and LUMO (spin up / spin down): 0.337 / 0.096 Ha

ORCA input file:
```
! wB97M-V def2-TZVPD RIJCOSX def2/J DEFGRID3
* xyz 1 2
N -0.198 -0.273 -0.479
H -1.000 -0.872 -0.342
H -0.318 0.204 -1.361
H 0.720 -0.687 -0.406
H -0.305 0.469 0.198
B -2.078 -2.691 0.678
F -0.752 -2.764 0.390
F -2.546 -1.463 0.301
F -2.885 -3.640 -0.023
F -2.267 -2.846 2.057
C 5.816 -0.868 3.458
C 4.356 -0.579 3.623
O 3.614 -0.397 2.395
C 2.846 -1.369 1.723
O 2.186 -1.115 0.706
O 2.818 -2.468 2.395
C 1.756 -3.352 2.199
H 6.147 -1.054 4.479
H 6.344 -0.110 2.880
H 5.922 -1.815 2.929
H 4.535 0.292 4.253
H 3.970 -1.402 4.224
H 0.772 -2.884 2.175
H 1.665 -3.982 3.083
H 1.771 -3.966 1.298
C -4.919 -1.110 -4.199
C -4.597 0.127 -3.425
O -3.529 0.929 -4.005
C -2.291 0.779 -3.577
O -1.873 0.091 -2.670
O -1.494 1.373 -4.480
C -0.068 1.376 -4.427
H -5.757 -1.627 -3.731
H -4.085 -1.812 -4.191
H -5.180 -0.870 -5.230
H -4.447 0.085 -2.347
H -5.464 0.756 -3.630
H 0.284 0.347 -4.499
H 0.262 1.969 -3.574
H 0.218 2.065 -5.222
C -0.920 4.379 3.246
C -2.039 3.464 3.649
O -3.000 3.300 2.598
C -2.786 2.610 1.446
O -1.836 1.912 1.206
O -3.770 2.799 0.658
C -3.968 1.965 -0.468
H -0.311 4.113 2.382
H -0.179 4.387 4.045
H -1.211 5.412 3.054
H -2.609 3.889 4.475
H -1.634 2.489 3.920
H -4.973 1.756 -0.835
H -3.583 0.968 -0.255
H -3.382 2.270 -1.335
C -2.418 -4.109 -3.474
C -1.105 -3.452 -3.117
O -0.019 -3.684 -3.980
C 0.991 -2.819 -3.866
O 1.247 -1.984 -2.950
O 1.834 -3.162 -4.794
C 3.034 -2.445 -4.990
H -2.099 -5.151 -3.472
H -2.854 -3.905 -4.452
H -3.247 -3.945 -2.785
H -0.812 -3.654 -2.086
H -1.323 -2.384 -3.120
H 3.221 -2.474 -6.064
H 3.955 -2.744 -4.489
H 3.047 -1.357 -4.920
C -1.937 -1.370 5.821
C -0.495 -1.730 5.578
O -0.189 -1.081 4.342
C 0.065 0.340 4.323
O -0.157 1.060 5.338
O 0.479 0.661 3.082
C 1.374 1.756 2.860
H -2.259 -1.576 6.841
H -2.502 -1.820 5.005
H -2.074 -0.291 5.899
H -0.389 -2.815 5.576
H -0.083 -1.301 6.491
H 0.701 2.591 2.665
H 1.949 1.582 1.950
H 1.865 1.976 3.808
C 5.081 1.544 -2.016
C 3.546 1.533 -1.822
O 3.039 2.760 -1.521
C 1.657 2.831 -1.258
O 0.873 1.950 -1.476
O 1.259 3.972 -0.818
C -0.120 4.303 -0.831
H 5.424 2.114 -2.879
H 5.532 0.593 -2.298
H 5.648 1.834 -1.131
H 3.235 0.894 -0.996
H 3.065 1.231 -2.753
H -0.733 3.991 -1.677
H -0.269 5.383 -0.818
H -0.786 3.793 -0.136
*
```

Atomic partial charges in e from the Mulliken method, atoms 1 to 6: atom 1 (N): 1.716, atom 2 (H): 0.054, atom 3 (H): 0.078, atom 4 (H): 0.358, atom 5 (H): -0.336, atom 6 (B): 0.086

ORCA calculation (wB97M-V/def2-TZVPD) on a cluster of 5 separate species, C20H39N5O10 in total.

- Energy relative to the best compared isomer or geometry (same formula, charge and spin): 0.676 eV
- Total energy: -1811.71070 hartree
- Highest occupied orbital energy: -9.03 eV
- Gap between HOMO and LUMO: 0.346 Ha

ORCA input file:
```
! wB97M-V def2-TZVPD RIJCOSX def2/J DEFGRID3
* xyz 0 1
C 3.775 -0.410 4.431
C 2.250 -0.409 4.121
O 1.585 -1.257 4.624
N 1.777 0.589 3.224
C 2.382 0.229 1.887
C 0.333 0.534 3.031
O 0.012 1.770 2.330
C -0.570 2.729 3.096
O -0.710 3.835 2.827
O -0.920 2.140 4.284
C -0.615 0.730 4.245
C -1.993 0.105 3.878
C -2.091 -1.429 4.125
O -1.182 -2.153 4.261
O -3.388 -2.010 4.155
H 4.123 -1.434 4.182
H 3.974 -0.260 5.502
H 4.347 0.284 3.795
H 3.474 0.390 1.883
H 2.170 -0.850 1.745
H 1.967 0.833 1.071
H -0.025 -0.208 2.289
H -0.220 0.530 5.249
H -2.301 0.309 2.833
H -2.775 0.597 4.521
H -3.735 -1.996 3.248
C 4.655 -2.218 -3.448
N 3.898 -1.363 -2.555
C 3.730 -1.487 -1.213
C 4.401 -2.649 -0.526
O 3.053 -0.674 -0.597
H 5.426 -1.621 -3.938
H 3.980 -2.616 -4.209
H 5.122 -3.042 -2.919
H 3.421 -0.565 -2.948
H 4.175 -2.613 0.537
H 4.028 -3.592 -0.927
H 5.483 -2.590 -0.653
C 1.091 1.800 -3.791
N 0.608 1.052 -2.647
C -0.679 0.852 -2.254
C -1.769 1.473 -3.092
O -0.925 0.191 -1.257
H 1.669 1.126 -4.428
H 1.744 2.600 -3.433
H 0.279 2.229 -4.368
H 1.286 0.609 -2.041
H -2.735 1.228 -2.657
H -1.662 2.559 -3.109
H -1.736 1.078 -4.109
C -8.508 -0.442 5.824
N -7.255 0.146 5.392
C -5.992 -0.193 5.769
C -5.832 -1.318 6.760
O -5.033 0.405 5.309
H -9.034 -0.832 4.950
H -9.121 0.334 6.287
H -8.353 -1.247 6.535
H -7.285 0.905 4.729
H -4.774 -1.469 6.959
H -6.330 -1.069 7.699
H -6.243 -2.243 6.352
C 3.282 1.421 -9.274
N 2.817 0.667 -8.125
C 1.536 0.453 -7.720
C 0.429 1.060 -8.545
O 1.309 -0.212 -6.720
H 3.861 0.758 -9.919
H 3.929 2.229 -8.927
H 2.458 1.842 -9.841
H 3.504 0.232 -7.528
H -0.528 0.804 -8.100
H 0.523 2.147 -8.563
H 0.455 0.667 -9.562
*
```

Atomic partial charges in e from the Mulliken method, atoms 1 to 6: atom 1 (C): -1.139, atom 2 (C): 0.602, atom 3 (O): -0.482, atom 4 (N): -0.016, atom 5 (C): -1.153, atom 6 (C): -0.419

ORCA calculation (wB97M-V/def2-TZVPD) on a structure of composition C6H7N2O4.

- Energy relative to the best compared isomer or geometry (same formula, charge and spin): 1.421 eV
- Total energy: -643.34246 hartree
- Highest occupied orbital energy: -5.04 eV
- Gap between HOMO and LUMO: 0.318 Ha

ORCA input file:
```
! wB97M-V def2-TZVPD RIJCOSX def2/J DEFGRID3
* xyz -1 1
C -0.097 1.060 -0.323
C -1.383 -0.415 -1.860
C 0.712 -1.114 1.180
C 0.442 -1.223 -0.327
C 0.548 0.349 1.594
C 1.203 1.140 0.451
N -0.628 1.050 1.175
N -0.363 -0.174 -0.931
O -1.945 0.589 -2.298
O -0.503 2.182 -0.965
O -1.620 -1.599 -2.103
O 2.134 1.903 0.364
H 0.149 -1.840 1.965
H 1.748 -1.317 1.304
H 1.505 -1.307 -0.749
H 0.043 -2.237 -0.579
H 0.757 0.610 2.645
H -1.416 0.487 1.058
H -1.283 1.857 -1.602
*
```

Atomic partial charges in e from the natural (NBO) method, atoms 1 to 6: atom 1 (C): 0.457, atom 2 (C): 0.887, atom 3 (C): -0.416, atom 4 (C): -0.235, atom 5 (C): -0.175, atom 6 (C): 0.574

ORCA calculation (wB97M-V/def2-TZVPD) on a structure of composition C47H46FN3O7Tc.

- Total energy: -2689.67999 hartree
- Highest occupied orbital energy (spin up / spin down): -12.46 / -12.47 eV
- ⟨S²⟩: 3.772
- Gap between HOMO and LUMO (spin up / spin down): 0.208 / 0.220 Ha

ORCA input file:
```
! wB97M-V def2-TZVPD RIJCOSX def2/J DEFGRID3
* xyz 2 4
Tc -1.205 -0.436 -2.221
C -6.245 -0.628 2.167
C -5.609 -1.119 0.867
C -6.505 -2.095 0.109
O -5.311 0.026 0.063
C -4.004 -0.129 -0.403
C -3.349 -0.839 0.814
O -4.362 -1.752 1.138
C -1.954 -1.526 0.588
O -1.650 -1.358 -0.738
C -0.878 -0.896 1.486
C -1.118 -0.569 2.816
C -0.115 -0.029 3.601
C 1.154 0.170 3.085
C 1.405 -0.173 1.769
C 0.402 -0.708 0.980
C -1.982 -3.014 0.974
C -1.407 -3.924 0.098
C -1.449 -5.278 0.373
C -2.064 -5.734 1.526
C -2.604 -4.825 2.421
C -2.552 -3.467 2.159
C -3.366 1.199 -0.931
O -2.529 0.813 -1.957
C -4.352 2.191 -1.552
C -4.159 3.561 -1.391
C -4.928 4.462 -2.106
C -5.891 4.009 -2.994
C -6.083 2.646 -3.157
C -5.318 1.739 -2.444
C -2.615 1.854 0.223
C -3.348 2.216 1.352
C -2.703 2.740 2.456
C -1.331 2.933 2.434
C -0.607 2.611 1.300
C -1.247 2.068 0.196
H -7.068 0.035 1.924
H -5.506 -0.078 2.745
H -6.610 -1.467 2.750
H -7.447 -1.606 -0.118
H -6.682 -2.977 0.717
H -6.026 -2.399 -0.819
H -3.983 -0.842 -1.250
H -3.251 -0.108 1.630
H -2.081 -0.735 3.269
H -0.327 0.221 4.629
H 1.933 0.581 3.712
H 2.388 -0.027 1.337
H 0.623 -0.976 -0.042
H -0.946 -3.563 -0.812
H -1.015 -5.976 -0.324
H -2.125 -6.793 1.721
H -3.080 -5.177 3.323
H -2.986 -2.777 2.865
H -3.395 3.934 -0.724
H -4.763 5.520 -1.975
H -6.485 4.714 -3.556
H -6.827 2.285 -3.849
H -5.465 0.681 -2.588
H -4.420 2.082 1.352
H -3.272 3.008 3.333
H -0.832 3.345 3.298
H 0.458 2.791 1.270
H -0.686 1.829 -0.703
C 4.723 3.054 -3.087
C 4.950 1.762 -3.866
N 3.916 0.792 -3.540
C 2.760 0.877 -4.215
C 1.624 0.209 -3.855
C 0.340 0.626 -4.544
O 0.365 1.215 -5.595
O -0.701 0.320 -3.839
C 1.648 -0.732 -2.786
O 0.603 -1.300 -2.319
C 2.931 -0.919 -2.149
C 3.075 -1.828 -1.093
C 4.176 -1.783 -0.282
F 4.228 -2.625 0.774
C 5.204 -0.838 -0.472
C 5.108 -0.026 -1.598
C 4.006 -0.048 -2.453
N 6.266 -0.665 0.399
C 6.728 0.655 0.740
C 6.252 1.044 2.149
N 6.723 0.033 3.133
C 6.239 -1.327 2.762
C 6.731 -1.646 1.346
H 5.499 3.771 -3.331
H 4.735 2.876 -2.014
H 3.758 3.479 -3.349
H 5.932 1.338 -3.662
H 4.899 1.962 -4.936
H 2.712 1.562 -5.052
H 2.294 -2.544 -0.893
H 5.917 0.649 -1.813
H 6.338 1.392 0.043
H 7.822 0.684 0.694
H 5.161 1.057 2.186
H 6.629 2.032 2.423
H 6.409 0.279 4.080
H 7.753 0.023 3.135
H 5.148 -1.331 2.795
H 6.611 -2.063 3.474
H 6.415 -2.648 1.068
H 7.828 -1.633 1.327
*
```

Atomic partial charges in e from the Mulliken method, atoms 1 to 6: atom 1 (Tc): 1.669, atom 2 (C): -1.586, atom 3 (C): 0.969, atom 4 (C): -1.706, atom 5 (O): -0.393, atom 6 (C): -0.827

The calculation returns the following max |F| values, one per record and in order: 0.0251, 0.0073, 0.0678, 0.0796, 0.1102, 0.1023, 0.0579, 0.0449 Eh/bohr.